Below is a 7-piece molecular cluster, C27H44N2O15 overall, with properties calculated with ωB97M-V with the def2-TZVPD basis set.

Element x y z (Å)
C  -0.400  -0.796  -2.400
C  0.453  -0.497  -1.113
C  1.751  -1.207  -1.039
O  2.722  -0.152  -0.853
C  2.167  0.977  -1.055
O  2.841  1.977  -0.859
O  0.854  0.832  -1.135
H  -0.548  -1.885  -2.566
H  0.038  -0.385  -3.318
H  -1.395  -0.328  -2.356
H  -0.181  -0.808  -0.278
H  2.167  -1.820  -1.841
H  1.821  -1.760  -0.128
C  4.060  0.898  2.115
C  4.299  -0.598  1.869
C  5.449  -0.945  0.900
O  6.456  -1.332  1.734
C  6.070  -1.522  2.929
O  6.724  -1.916  3.862
O  4.824  -1.167  3.052
H  4.889  1.292  2.751
H  3.162  0.958  2.679
H  3.981  1.597  1.245
H  3.363  -1.096  1.640
H  5.613  -0.115  0.287
H  5.147  -1.745  0.169
C  -0.415  -4.413  -0.898
C  0.871  -5.233  -1.254
C  1.280  -5.140  -2.719
O  2.699  -4.835  -2.636
C  3.051  -4.401  -1.435
O  4.064  -3.860  -1.099
O  2.006  -4.697  -0.570
H  -1.219  -4.776  -1.418
H  -0.181  -3.384  -1.093
H  -0.557  -4.415  0.197
H  0.827  -6.202  -0.868
H  0.750  -4.376  -3.338
H  1.010  -6.074  -3.168
C  0.648  5.980  -0.053
C  1.307  4.678  0.254
C  2.745  4.807  0.601
O  2.870  3.927  1.695
C  1.705  3.673  2.268
O  1.519  3.196  3.364
O  0.737  4.082  1.413
H  -0.374  5.875  -0.387
H  1.091  6.412  -1.028
H  0.741  6.778  0.677
H  1.165  3.998  -0.519
H  2.908  5.810  0.918
H  3.497  4.688  -0.144
C  -3.912  -1.380  3.165
O  -2.928  -0.900  2.294
C  -1.760  -0.521  2.749
O  -1.373  -0.673  4.039
O  -1.037  0.111  1.865
C  0.190  0.661  2.316
H  -3.454  -2.098  3.793
H  -4.721  -1.866  2.627
H  -4.330  -0.627  3.720
H  0.835  -0.218  2.646
H  0.029  1.278  3.228
H  0.705  1.265  1.608
C  -4.995  -2.613  -3.185
C  -5.009  -1.247  -2.569
C  -4.660  -1.239  -1.074
C  -3.447  -1.787  -0.694
N  -2.436  -2.236  -0.356
H  -5.828  -3.196  -2.949
H  -4.167  -3.200  -2.846
H  -5.064  -2.477  -4.293
H  -6.033  -0.903  -2.749
H  -4.303  -0.662  -3.027
H  -5.419  -1.617  -0.380
H  -4.627  -0.175  -0.779
C  -2.917  4.328  0.247
C  -2.174  2.990  0.062
C  -3.087  1.898  -0.453
C  -3.035  1.866  -1.920
N  -2.963  1.838  -3.095
H  -3.681  4.242  0.923
H  -3.256  4.709  -0.715
H  -2.313  5.112  0.667
H  -1.571  2.717  0.914
H  -1.460  3.010  -0.701
H  -4.137  2.115  -0.070
H  -2.734  0.936  -0.061

net charge	0
Kohn-Sham gap	0.3772	hartree
E_tot	-62402.700	eV
relative energy (zero: lowest compared OMol25 entry of this formula, charge and spin)	0.0	kcal per mole


Below is C27H44N6OPdS2 as an isolated structure, with properties calculated with ωB97M-V with the def2-TZVPD basis set.

Element x y z (Å)
Pd  1.168  -0.226  -1.002
C  -5.751  -0.232  -0.368
C  -4.894  -1.220  0.438
C  -5.377  -2.642  0.158
C  -5.041  -0.930  1.941
C  -3.436  -1.029  0.050
C  -2.649  -2.043  -0.487
C  -1.327  -1.797  -0.804
N  -0.773  -0.600  -0.631
C  -1.501  0.409  -0.109
C  -2.822  0.213  0.233
C  -0.770  1.682  0.044
C  -1.319  2.812  0.625
C  -0.572  3.980  0.759
C  0.737  3.936  0.280
C  1.231  2.783  -0.289
N  0.496  1.674  -0.414
C  -1.123  5.248  1.390
C  -2.569  5.078  1.854
C  -1.061  6.377  0.348
C  -0.249  5.612  2.601
H  -6.800  -0.367  -0.106
H  -5.646  -0.402  -1.441
H  -5.490  0.806  -0.156
H  -6.424  -2.726  0.448
H  -4.819  -3.383  0.733
H  -5.312  -2.893  -0.902
H  -6.082  -1.066  2.234
H  -4.759  0.093  2.192
H  -4.431  -1.612  2.536
H  -3.044  -3.034  -0.654
H  -0.676  -2.573  -1.182
H  -3.389  1.033  0.647
H  -2.335  2.779  0.985
H  1.387  4.797  0.345
H  2.244  2.733  -0.663
H  -3.239  4.846  1.024
H  -2.914  6.012  2.297
H  -2.664  4.303  2.618
H  -1.647  6.128  -0.538
H  -0.037  6.589  0.038
H  -1.471  7.290  0.780
H  -0.257  4.815  3.347
H  -0.638  6.517  3.068
H  0.785  5.806  2.316
C  2.513  -0.586  -6.369
C  3.213  -0.177  -5.131
N  4.410  0.298  -5.045
N  4.607  0.525  -3.713
C  3.564  0.194  -2.961
S  3.424  0.276  -1.269
N  2.653  -0.253  -3.858
N  1.398  -0.746  -3.495
H  3.184  -0.434  -7.210
H  1.614  0.010  -6.529
H  2.233  -1.640  -6.335
H  5.488  0.898  -3.394
H  1.317  -1.702  -3.831
H  0.677  -0.178  -3.928
C  4.183  -5.567  -0.303
C  3.858  -5.149  1.126
C  2.575  -4.328  1.247
S  2.822  -2.695  0.525
O  1.423  -2.099  0.266
C  3.518  -1.786  1.935
C  2.481  -1.034  2.761
C  1.590  -1.921  3.621
H  5.100  -6.152  -0.333
H  4.320  -4.704  -0.957
H  3.383  -6.184  -0.715
H  4.698  -4.603  1.567
H  3.727  -6.035  1.749
H  2.244  -4.217  2.277
H  1.763  -4.769  0.666
H  4.251  -1.104  1.504
H  4.063  -2.524  2.529
H  1.863  -0.434  2.089
H  3.032  -0.332  3.390
H  0.926  -2.532  3.008
H  0.964  -1.314  4.274
H  2.183  -2.581  4.258

net charge	+2
Kohn-Sham gap	0.2932	hartree
E_tot	-64839.320	eV
relative energy (zero: lowest compared OMol25 entry of this formula, charge and spin)	10.0	kcal per mole


Below is a 3-piece molecular cluster, C27H44O13SSi2 overall, with properties calculated with ωB97M-V with the def2-TZVPD basis set.

Element x y z (Å)
C  1.159  -0.991  0.062
C  2.251  -1.642  0.922
O  3.553  -1.127  0.617
C  4.075  -1.498  -0.639
C  4.822  -2.823  -0.660
O  3.961  -3.862  -0.248
C  4.428  -5.156  -0.532
C  3.554  -6.161  0.218
O  2.169  -5.911  0.082
C  1.622  -6.198  -1.192
Si  -0.250  -6.256  -1.029
S  -0.910  -5.337  -2.836
O  -0.723  -5.479  0.320
Si  -2.101  -4.795  0.911
C  -1.691  -3.472  2.142
C  -2.913  -2.967  2.948
C  -3.407  -1.564  2.558
C  -3.508  -1.267  1.050
C  -4.901  -0.851  0.568
C  -4.845  0.129  -0.592
C  -6.201  0.475  -1.179
O  -6.764  1.546  -0.438
C  -8.058  1.892  -0.873
H  1.608  -0.365  -0.712
H  0.518  -0.333  0.659
H  0.521  -1.721  -0.436
H  2.255  -2.729  0.799
H  2.114  -1.419  1.980
H  3.281  -1.517  -1.400
H  4.789  -0.716  -0.923
H  5.697  -2.776  0.007
H  5.181  -2.989  -1.689
H  4.386  -5.327  -1.622
H  5.476  -5.292  -0.221
H  3.746  -6.103  1.293
H  3.803  -7.176  -0.130
H  2.002  -7.166  -1.566
H  1.918  -5.444  -1.944
H  -0.785  -7.630  -0.964
H  -2.210  -5.644  -2.673
H  -2.911  -4.309  -0.240
H  -2.902  -5.863  1.562
H  -1.190  -2.638  1.640
H  -0.938  -3.910  2.811
H  -3.749  -3.676  2.870
H  -2.653  -2.946  4.008
H  -2.742  -0.834  3.037
H  -4.389  -1.413  3.016
H  -3.198  -2.154  0.486
H  -2.789  -0.488  0.774
H  -5.479  -1.735  0.264
H  -5.461  -0.405  1.400
H  -4.193  -0.259  -1.385
H  -4.391  1.065  -0.248
H  -6.881  -0.394  -1.130
H  -6.112  0.764  -2.239
H  -8.418  2.685  -0.215
H  -8.063  2.265  -1.909
H  -8.752  1.039  -0.807
C  5.607  4.932  -0.732
C  6.005  3.807  -1.347
C  5.261  2.486  -1.201
O  5.725  1.553  -1.839
C  4.097  2.414  -0.357
C  3.693  3.538  0.259
C  4.430  4.869  0.093
O  3.950  5.812  0.705
O  2.632  3.613  1.038
O  7.060  3.715  -2.136
H  6.126  5.874  -0.833
H  3.592  1.462  -0.254
H  2.530  4.541  1.343
H  7.084  2.779  -2.437
C  -1.048  7.028  1.567
C  -2.003  7.587  0.808
C  -1.885  7.690  -0.708
O  -2.828  8.216  -1.274
C  -0.703  7.180  -1.353
C  0.255  6.624  -0.594
C  0.131  6.508  0.921
O  1.059  5.977  1.507
O  1.368  6.123  -1.099
O  -3.130  8.098  1.271
H  -1.125  6.949  2.642
H  -0.620  7.259  -2.428
H  1.943  5.811  -0.377
H  -3.618  8.422  0.482

net charge	0
Kohn-Sham gap	0.2960	hartree
E_tot	-81921.046	eV
relative energy (zero: lowest compared OMol25 entry of this formula, charge and spin)	0.0	kcal per mole


Below is a 9-piece molecular cluster, C27H44O27 overall, with properties calculated with ωB97M-V with the def2-TZVPD basis set.

Element x y z (Å)
C  -9.928  -12.078  -0.485
C  -10.614  -12.615  -1.753
O  -11.977  -12.608  -1.360
C  -12.158  -11.744  -0.369
O  -13.210  -11.418  0.084
O  -10.966  -11.259  0.067
H  -9.146  -11.383  -0.781
H  -9.623  -12.903  0.152
H  -10.174  -13.551  -2.091
H  -10.548  -11.923  -2.599
C  -10.839  -18.342  1.010
C  -10.884  -18.306  -0.518
O  -10.571  -16.967  -0.846
C  -10.759  -16.188  0.232
O  -10.796  -14.989  0.255
O  -10.880  -16.941  1.322
H  -9.969  -18.842  1.416
H  -11.774  -18.750  1.389
H  -11.940  -18.447  -0.767
H  -10.237  -19.047  -0.976
C  -8.277  -13.521  3.566
C  -9.479  -14.314  3.027
O  -10.415  -14.271  4.112
C  -9.972  -13.464  5.075
O  -10.510  -13.313  6.120
O  -8.796  -12.892  4.733
H  -7.907  -12.790  2.848
H  -7.469  -14.197  3.848
H  -9.136  -15.327  2.850
H  -9.971  -13.826  2.195
C  -9.903  -7.889  -1.148
C  -8.651  -7.692  -2.003
O  -8.750  -8.721  -2.998
C  -10.030  -9.202  -3.001
O  -10.505  -9.913  -3.814
O  -10.702  -8.734  -1.947
H  -10.483  -6.996  -0.918
H  -9.608  -8.372  -0.213
H  -7.803  -7.760  -1.325
H  -8.600  -6.756  -2.558
C  -5.874  -15.770  -0.323
C  -6.505  -14.981  0.788
O  -7.114  -16.019  1.562
C  -7.321  -17.096  0.787
O  -7.854  -18.105  1.129
O  -6.737  -16.910  -0.417
H  -4.872  -16.095  -0.033
H  -5.825  -15.205  -1.251
H  -7.234  -14.232  0.469
H  -5.780  -14.528  1.465
C  -5.253  -9.159  0.111
O  -5.021  -10.263  -0.757
C  -5.877  -11.284  -0.655
O  -6.740  -11.401  0.158
O  -5.686  -12.177  -1.616
C  -4.675  -12.010  -2.594
H  -6.309  -8.884  0.100
H  -4.747  -8.255  -0.224
H  -4.887  -9.422  1.101
H  -4.745  -11.145  -3.251
H  -4.650  -12.883  -3.243
H  -3.711  -11.992  -2.080
C  -6.974  -16.604  -3.634
O  -6.647  -15.243  -3.898
C  -7.675  -14.420  -4.047
O  -8.850  -14.680  -3.978
O  -7.199  -13.201  -4.199
C  -8.094  -12.103  -4.310
H  -7.719  -16.696  -2.847
H  -6.071  -17.140  -3.351
H  -7.331  -17.104  -4.536
H  -8.806  -12.263  -5.118
H  -7.533  -11.189  -4.481
H  -8.627  -12.046  -3.360
C  -12.502  -9.053  0.617
O  -13.316  -7.984  0.121
C  -12.710  -6.856  -0.210
O  -11.520  -6.672  -0.157
O  -13.570  -5.883  -0.500
C  -14.977  -6.092  -0.426
H  -13.149  -9.863  0.939
H  -11.944  -8.676  1.474
H  -11.820  -9.401  -0.153
H  -15.159  -6.803  0.380
H  -15.465  -6.538  -1.291
H  -15.463  -5.153  -0.181
C  -15.668  -9.759  -0.796
O  -16.714  -8.781  -0.766
C  -17.941  -9.275  -0.873
O  -18.279  -10.421  -0.901
O  -18.770  -8.243  -0.974
C  -20.141  -8.488  -1.297
H  -15.715  -10.215  -1.793
H  -15.776  -10.668  -0.203
H  -14.680  -9.341  -0.656
H  -20.561  -9.250  -0.642
H  -20.243  -8.807  -2.333
H  -20.587  -7.520  -1.084

net charge	0
Kohn-Sham gap	0.3685	hartree
E_tot	-83993.009	eV
relative energy (zero: lowest compared OMol25 entry of this formula, charge and spin)	27.6	kcal per mole